(1)
Computed, not measured: a 2-piece molecular cluster, FH5Si2 overall at a distorted geometry, with ωB97M-V/def2-TZVPD.

```
8
Properties=species:S:1:pos:R:3
F 0.0143 -1.1169 0.1378
Si -1.2502 1.3053 0.6931
Si 1.3445 -1.8606 -0.6354
H -1.4641 0.1936 1.4478
H -0.1359 2.3678 1.0175
H -1.8659 1.5522 -0.5935
H 1.0409 -1.4106 -2.0806
H 2.3164 -1.0309 0.0132
```

Computed properties:
net charge = 0
HOMO-LUMO gap (alpha / beta) = 7.14 / 9.81 eV
ΔE to the lowest compared entry with this formula, charge and spin = 3.7 kcal per mole
HOMO (alpha / beta) = -6.6 / -11.6 eV
multiplicity = 3
total energy = -681.7004 Ha

***

(2)
Computed, not measured: a 2-piece molecular cluster, FHIOP overall at a distorted geometry, with ωB97M-V/def2-TZVPD.

```
5
Properties=species:S:1:pos:R:3
O 1.0573 1.1123 -0.6981
F 1.1798 2.0613 0.1645
P -0.3126 -0.8536 0.8847
I -2.4707 -0.7694 -0.1579
H 0.5462 -1.5505 -0.1932
```

Computed properties:
net charge = 0
HOMO-LUMO gap (alpha / beta) = 6.64 / 5.85 eV
ΔE to the lowest compared entry with this formula, charge and spin = 199.9 kcal per mole
HOMO (alpha / beta) = -9.5 / -8.7 eV
total energy = -814.5011 Ha

***

(3)
Computed, not measured: an isolated molecule of FHIOP at a distorted geometry, with ωB97M-V/def2-TZVPD.

```
5
Properties=species:S:1:pos:R:3
F -0.3230 -0.8016 -2.0052
O -0.2581 0.3398 -1.0059
P -0.3589 -0.2316 0.4593
I 1.8174 -0.1159 1.4276
H -0.8774 0.8092 1.1242
```

Computed properties:
net charge = 0
HOMO-LUMO gap (alpha / beta) = 8.10 / 8.10 eV
ΔE to the lowest compared entry with this formula, charge and spin = 121.8 kcal per mole
SMILES = FOPI
HOMO (alpha / beta) = -9.5 / -9.5 eV
total energy = -814.6257 Ha

***

(4)
Computed, not measured: a 2-piece molecular cluster, FHIPS overall at a distorted geometry, with ωB97M-V/def2-TZVPD.

```
5
Properties=species:S:1:pos:R:3
S 0.8236 -1.2931 -0.7544
P 1.1338 -0.1848 0.8190
I 1.9052 1.9311 -0.2269
F -1.9117 0.1839 0.3335
H -1.9510 -0.6372 -0.1711
```

Computed properties:
net charge = 0
HOMO-LUMO gap = 7.28 eV
ΔE to the lowest compared entry with this formula, charge and spin = 21.0 kcal per mole
SMILES = S=PI.F
HOMO = -9.2 eV
total energy = -1137.7112 Ha

***

(5)
Computed, not measured: a 2-piece molecular cluster, FHN4 overall at a distorted geometry, with ωB97M-V/def2-TZVPD.

```
6
Properties=species:S:1:pos:R:3
N 1.2318 1.3262 0.4562
N 0.7715 0.3713 -0.0721
N 0.5535 -0.6456 -0.4999
N -1.6974 -0.9871 -0.3697
F -1.5943 -2.2582 -0.0879
H 0.7350 2.1934 0.5733
```

Computed properties:
net charge = 0
HOMO-LUMO gap (alpha / beta) = 9.23 / 9.43 eV
ΔE to the lowest compared entry with this formula, charge and spin = 124.9 kcal per mole
HOMO (alpha / beta) = -9.9 / -10.0 eV
total energy = -319.2326 Ha

***

(6)
Computed, not measured: a 2-piece molecular cluster, FHNO2S overall at a distorted geometry, with ωB97M-V/def2-TZVPD.

```
6
Properties=species:S:1:pos:R:3
N -0.5796 0.7004 -0.5157
O 0.3961 -1.2538 0.9566
O 1.7124 -0.4947 -0.9792
F -1.0024 1.7060 0.3624
S 0.9954 -0.1008 0.2479
H -1.5219 -0.5572 -0.0721
```

Computed properties:
net charge = -1
HOMO-LUMO gap = 8.01 eV
ΔE to the lowest compared entry with this formula, charge and spin = 102.1 kcal per mole
HOMO = -3.8 eV
total energy = -703.7777 Ha

***

(7)
Computed, not measured: FHNO3P as an isolated structure at a distorted geometry, with ωB97M-V/def2-TZVPD.

```
7
Properties=species:S:1:pos:R:3
N 1.1490 0.9954 0.9415
O -0.2256 -0.5494 -0.6572
O 1.4155 -1.5963 1.0770
O 2.4106 -0.4752 -1.0162
F 1.1020 2.1319 -0.1470
P 1.4102 -0.4692 0.1045
H -0.1019 0.2538 -0.3311
```

Computed properties:
net charge = -2
HOMO-LUMO gap = 6.67 eV
ΔE to the lowest compared entry with this formula, charge and spin = 28.0 kcal per mole
HOMO = 1.1 eV
total energy = -722.2392 Ha

***

(8)
Computed, not measured: FHoNO2S2 as an isolated structure at a distorted geometry, with ωB97M-V/def2-TZVPD.

```
7
Properties=species:S:1:pos:R:3
Ho 0.7840 2.2139 -0.2414
N -0.9550 -0.4696 1.0298
S -0.9851 1.2209 1.4866
S 0.0586 -0.9293 -0.0074
O 0.2132 -2.3314 -0.3294
O 1.2818 -0.0390 -0.0432
F -0.3974 0.3345 -1.8950
```

Computed properties:
net charge = +1
HOMO-LUMO gap (alpha / beta) = 9.11 / 6.11 eV
HOMO (alpha / beta) = -14.9 / -14.0 eV
multiplicity = 5
total energy = -2049.1407 Ha

***

(9)
Computed, not measured: a 2-piece molecular cluster, FNO2S overall at a distorted geometry, with ωB97M-V/def2-TZVPD.

```
5
Properties=species:S:1:pos:R:3
N 0.1799 -0.1702 0.7310
O -0.4788 -1.1181 0.7313
O 1.1755 0.3895 1.1117
F -0.6013 0.2398 -2.4150
S -0.9151 1.5281 -1.4321
```

Computed properties:
net charge = 0
HOMO-LUMO gap (alpha / beta) = 9.02 / 7.26 eV
ΔE to the lowest compared entry with this formula, charge and spin = 57.6 kcal per mole
HOMO (alpha / beta) = -10.0 / -9.6 eV
total energy = -703.0833 Ha

***

(10)
Computed, not measured: FeH12O6 as an isolated structure, with ωB97M-V/def2-TZVPD.

```
19
Properties=species:S:1:pos:R:3
Fe -0.0348 -0.0550 0.0083
O 1.5190 -1.0179 0.9318
H 1.7815 -1.9382 0.9151
H 2.3407 -0.5356 1.0238
O -0.6992 1.2417 1.5524
H -1.2965 0.9272 2.2310
H -0.5020 2.1436 1.8055
O -1.4516 0.9518 -1.0511
H -2.3847 0.7832 -1.1817
H -1.3007 1.8010 -1.4663
O -1.2262 -1.4549 0.8687
H -2.1392 -1.5187 0.5882
H -1.0187 -2.3247 1.2102
O 1.2332 1.4661 -0.5553
H 1.5612 1.7268 -1.4159
H 1.5733 2.1315 0.0428
O 0.4260 -1.2047 -1.6608
H 0.4619 -2.1603 -1.6171
H 1.1568 -0.9629 -2.2297
```

Computed properties:
net charge = +1
HOMO-LUMO gap (alpha / beta) = 3.56 / 9.31 eV
ΔE to the lowest compared entry with this formula, charge and spin = 4.6 kcal per mole
HOMO (alpha / beta) = -6.6 / -12.7 eV
multiplicity = 6
total energy = -1722.0595 Ha

***

(11)
Computed, not measured: a 6-piece molecular cluster, H10IO5 overall at a distorted geometry, with ωB97M-V/def2-TZVPD.

```
16
Properties=species:S:1:pos:R:3
I -0.4387 -0.0851 0.3600
O -0.0837 0.1469 -3.1280
H 0.0463 0.3309 -2.2360
H 0.5283 0.5169 -3.4890
O 2.6443 0.3829 -1.5680
H 3.4593 -0.2161 -1.6520
H 1.9033 -0.1351 -0.9920
O -3.0997 1.7209 -1.0390
H -2.4557 1.1999 -0.7230
H -3.6057 2.1929 -0.3040
O 0.7453 1.4729 3.3660
H 0.2703 1.2929 4.1840
H 0.4523 0.9329 2.7140
O -0.0797 -3.2851 1.8730
H 0.0433 -2.5631 1.3460
H -0.3297 -3.9051 1.2880
```

Computed properties:
net charge = -1
HOMO-LUMO gap = 8.20 eV
ΔE to the lowest compared entry with this formula, charge and spin = 56.7 kcal per mole
HOMO = -4.8 eV
total energy = -679.9312 Ha

***

(12)
Computed, not measured: H10IO5Zn as an isolated structure at a distorted geometry, with ωB97M-V/def2-TZVPD.

```
17
Properties=species:S:1:pos:R:3
Zn -17.3052 -14.1663 2.0904
I -18.5377 -16.3992 3.0173
O -22.0871 -15.7627 4.0942
H -22.1773 -15.2240 3.3024
H -21.1385 -15.8211 4.2511
O -19.5981 -19.7646 1.7259
H -19.5249 -19.1023 2.4171
H -20.3899 -20.2659 1.9510
O -16.3502 -18.0276 5.4857
H -15.5799 -17.9251 4.9176
H -17.1018 -17.7908 4.9350
O -17.9393 -17.7368 -0.0823
H -18.2783 -17.0488 -0.6645
H -17.5867 -17.2767 0.6857
O -19.8491 -14.2226 5.3967
H -19.1411 -14.8543 5.2573
H -19.9241 -14.1339 6.3538
```

Computed properties:
net charge = +1
HOMO-LUMO gap = 4.63 eV
ΔE to the lowest compared entry with this formula, charge and spin = 36.9 kcal per mole
HOMO = -14.0 eV
total energy = -2458.8371 Ha

***

(13)
Computed, not measured: a 2-piece molecular cluster, H10N2Si3 overall at a distorted geometry, with ωB97M-V/def2-TZVPD.

```
15
Properties=species:S:1:pos:R:3
N -1.1215 0.6488 2.2510
N -2.1938 0.6373 -0.1193
Si -0.2694 -2.2524 0.6105
Si 2.2123 1.4951 -2.0147
Si -0.6470 0.0983 0.6050
H -0.3635 0.8905 2.7700
H -1.9402 1.3010 2.2508
H -2.9590 0.5226 0.4896
H -2.3594 0.1180 -0.9613
H -1.6430 -2.8749 0.7539
H 0.5019 -2.9651 1.6279
H 0.4465 -2.4265 -0.8488
H 1.9760 2.8704 -1.3512
H 3.3523 0.9089 -1.3051
H 2.4674 1.5886 -3.3893
```

Computed properties:
net charge = 0
HOMO-LUMO gap (alpha / beta) = 6.26 / 7.20 eV
ΔE to the lowest compared entry with this formula, charge and spin = 53.4 kcal per mole
HOMO (alpha / beta) = -7.2 / -8.0 eV
total energy = -983.8455 Ha

***

(14)
Computed, not measured: a 4-piece molecular cluster, H10NO3 overall at a distorted geometry, with ωB97M-V/def2-TZVPD.

```
14
Properties=species:S:1:pos:R:3
N 0.4587 -0.2571 0.5661
H 1.4233 -0.4515 0.8082
H 0.0212 0.5351 1.0735
H -0.1461 -1.0772 0.6986
H 0.4427 -0.0543 -0.4483
H -1.0944 2.5778 1.8334
H 0.4315 2.7106 2.1483
O -0.2720 2.0784 1.9460
H 0.0767 0.9849 -2.5181
H 1.4997 1.3967 -2.2123
O 0.9030 0.6358 -2.1478
H -1.8828 -3.1425 -0.1240
H -0.7898 -3.2172 -1.1987
O -1.0717 -2.7196 -0.4249
```

Computed properties:
net charge = +1
HOMO-LUMO gap = 12.40 eV
ΔE to the lowest compared entry with this formula, charge and spin = 5.8 kcal per mole
HOMO = -15.6 eV
total energy = -286.2562 Ha

***

(15)
Computed, not measured: a 5-piece molecular cluster, H10O4S2 overall, with ωB97M-V/def2-TZVPD.

```
16
Properties=species:S:1:pos:R:3
S 0.4148 0.3759 -3.2244
S -0.7736 -0.4203 -4.7969
H 1.4217 0.3735 -4.1053
H -1.5709 -1.1515 -4.0129
O -4.8993 -1.1340 -1.3189
H -4.5664 -1.6262 -2.0756
H -4.2103 -0.4623 -1.1835
O 3.3232 -3.2847 -2.4365
H 3.8043 -3.5152 -3.2408
H 2.7859 -4.0840 -2.3796
O 0.1870 1.3260 6.7564
H -0.2329 0.6971 7.3517
H 1.0510 1.5497 7.1137
O 1.1711 4.0309 2.7832
H 1.3991 3.1015 2.7948
H 0.6953 4.2237 1.9743
```

Computed properties:
net charge = 0
HOMO-LUMO gap = 8.88 eV
ΔE to the lowest compared entry with this formula, charge and spin = 28.1 kcal per mole
SMILES = SS.O.O.O.O
HOMO = -8.9 eV
total energy = -1103.2856 Ha

***

(16)
Computed, not measured: a 5-piece molecular cluster, H10O4S2 overall, with ωB97M-V/def2-TZVPD.

```
16
Properties=species:S:1:pos:R:3
S -0.1302 0.2809 1.9470
S -0.5158 1.8254 0.6370
H 1.1001 -0.1239 1.5644
H -1.4282 1.0652 -0.0077
O 2.5285 0.0447 -0.7879
H 2.6101 -0.8894 -0.9981
H 3.4333 0.3669 -0.7948
O -0.0932 -0.3503 -2.4904
H 0.4689 0.1900 -3.0502
H 0.3810 -0.4751 -1.6662
O -2.2139 -0.8710 -0.4687
H -2.9587 -0.5892 -1.0024
H -1.5278 -1.0718 -1.1105
O 0.7929 -2.2694 -0.2588
H 0.1117 -2.9518 -0.2388
H 0.6798 -1.7897 0.5673
```

Computed properties:
net charge = 0
HOMO-LUMO gap = 9.37 eV
ΔE to the lowest compared entry with this formula, charge and spin = 6.1 kcal per mole
SMILES = SS.O.O.O.O
HOMO = -9.0 eV
total energy = -1103.3206 Ha

***

(17)
Computed, not measured: a 5-piece molecular cluster, H10O5 overall at a distorted geometry, with ωB97M-V/def2-TZVPD.

```
15
Properties=species:S:1:pos:R:3
O -0.3625 -0.2416 -0.7501
H -0.3980 0.2419 -1.5754
H -0.6103 0.4005 -0.0849
O 1.5884 -1.3123 0.6440
H 1.3128 -2.1620 0.9879
H 0.7913 -0.9333 0.2736
O -0.9598 0.8251 1.8869
H -0.4760 0.2599 2.4892
H -1.8790 0.6033 2.0358
O 0.5101 3.3220 1.7956
H 0.1031 2.4719 1.6282
H 1.2504 3.1247 2.3694
O -0.6150 -2.3866 -3.7897
H -0.4979 -1.4469 -3.9297
H 0.2425 -2.7664 -3.9809
```

Computed properties:
net charge = -1
HOMO-LUMO gap (alpha / beta) = 2.62 / 10.52 eV
ΔE to the lowest compared entry with this formula, charge and spin = 13.2 kcal per mole
HOMO (alpha / beta) = 0.7 / -7.3 eV
multiplicity = 2
total energy = -382.1611 Ha

***

(18)
Computed, not measured: a 5-piece molecular cluster, H10O5 overall at a distorted geometry, with ωB97M-V/def2-TZVPD.

```
15
Properties=species:S:1:pos:R:3
O 22.0030 6.4383 4.4997
H 21.9082 5.5280 4.2193
H 21.7773 6.9528 3.7247
O 20.8224 7.9906 2.5809
H 20.3380 7.5119 1.9082
H 20.1815 8.1433 3.2753
O 25.0537 10.8551 -0.5647
H 24.9197 10.1858 0.1064
H 24.2085 10.9221 -1.0090
O 25.6067 9.0267 1.4202
H 25.8305 9.4905 2.2270
H 24.6580 8.9080 1.4669
O 22.8627 9.3303 1.2157
H 22.1198 8.9288 1.6664
H 22.8257 8.9742 0.3280
```

Computed properties:
net charge = -1
HOMO-LUMO gap (alpha / beta) = 3.44 / 11.16 eV
ΔE to the lowest compared entry with this formula, charge and spin = 3.8 kcal per mole
HOMO (alpha / beta) = 0.3 / -7.5 eV
multiplicity = 2
total energy = -382.1761 Ha

***

(19)
Computed, not measured: H10O5 as an isolated structure at a distorted geometry, with ωB97M-V/def2-TZVPD.

```
15
Properties=species:S:1:pos:R:3
O 0.8503 -1.4187 1.4068
H 1.4833 -0.8846 1.8867
H 0.3878 -0.7964 0.8455
O -0.8222 -1.7983 -0.7102
H -0.2790 -1.9423 -1.4851
H -0.5050 -0.9724 -0.3448
O 1.2067 1.0425 -1.3461
H 1.4056 1.9684 -1.2070
H 2.0136 0.6752 -1.7069
O 0.0750 0.0320 0.1667
H 0.6598 0.4217 -0.4832
H -0.5855 0.7054 0.3296
O -1.6497 1.1078 0.6826
H -2.4103 1.6279 0.9417
H -1.8305 0.2319 1.0236
```

Computed properties:
net charge = 0
HOMO-LUMO gap = 8.85 eV
ΔE to the lowest compared entry with this formula, charge and spin = 143.5 kcal per mole
HOMO = -8.9 eV
total energy = -381.9956 Ha

***

(20)
Computed, not measured: a 5-piece molecular cluster, H10O5 overall at a distorted geometry, with ωB97M-V/def2-TZVPD.

```
15
Properties=species:S:1:pos:R:3
O -0.2177 -0.5267 1.1214
H -0.3620 0.4176 1.2501
H 0.6394 -0.6908 1.5307
O 3.2742 0.3554 -0.8368
H 4.0007 0.8570 -1.2235
H 2.9978 0.8871 -0.0820
O -4.1009 -1.5078 -0.7400
H -4.2509 -1.8413 0.1518
H -4.3775 -0.5856 -0.6951
O 2.2436 -1.4983 0.1591
H 2.7411 -0.8168 0.6249
H 2.6956 -1.5809 -0.6881
O -1.9410 2.1962 0.1606
H -1.0020 2.0732 -0.0190
H -2.3404 2.2618 -0.7141
```

Computed properties:
net charge = 0
HOMO-LUMO gap = 10.76 eV
ΔE to the lowest compared entry with this formula, charge and spin = 46.4 kcal per mole
SMILES = O.O.O.O.O
HOMO = -10.7 eV
total energy = -382.1502 Ha